No. 1
C9H21FO3Si | ωB97M-V/def2-TZVPD

Cartesian coordinates (Å):
O -2.754 0.225 3.677
C -2.755 0.741 2.582
O -2.218 0.225 1.467
C -2.105 -1.205 1.445
C -1.191 -1.582 0.285
C -0.530 -2.939 0.465
C 0.342 -3.085 1.725
Si 1.526 -1.666 1.975
F 2.526 -1.977 3.184
H -3.232 1.711 2.410
H -1.750 -1.597 2.390
H -3.088 -1.631 1.255
H -1.828 -1.649 -0.597
H -0.487 -0.775 0.090
H 0.066 -3.183 -0.410
H -1.298 -3.712 0.510
H -0.251 -3.238 2.624
H 0.941 -3.991 1.623
H 0.783 -0.425 2.271
H 2.331 -1.486 0.752
C 0.700 3.071 -0.428
C 1.796 2.157 -0.951
O 1.317 0.959 -1.531
C 0.459 1.100 -2.648
C 1.089 1.823 -3.826
H 0.086 2.546 0.306
H 1.140 3.948 0.046
H 0.042 3.419 -1.225
H 2.430 1.843 -0.121
H 2.444 2.692 -1.655
H -0.478 1.586 -2.352
H 0.202 0.082 -2.945
H 1.356 2.851 -3.581
H 0.391 1.852 -4.664
H 1.997 1.311 -4.147

The gap between HOMO and LUMO is 10.6722 eV. The total energy comes out at -26412.177 eV. As for the HOMO energy: -9.83 eV. The SMILES is O=COCCCC[SiH2]F.CCOCC.

=====

No. 2
C6H11N3 | ωB97M-V/def2-TZVPD

Cartesian coordinates (Å):
C 1.134 1.652 -0.367
C 1.096 0.176 -0.534
C 2.037 -0.806 0.105
N 0.665 -0.561 0.599
C -0.234 -1.630 0.425
C -1.436 -1.545 -0.218
C -2.082 -0.316 -0.640
N -2.069 0.875 -0.112
N -1.538 1.037 1.092
H 1.540 1.839 0.666
H 1.873 2.170 -0.928
H 0.201 2.204 -0.551
H 0.691 -0.102 -1.479
H 2.148 -1.809 -0.229
H 2.740 -0.395 0.704
H -0.061 -2.565 0.952
H -2.009 -2.440 -0.312
H -2.748 -0.404 -1.570
H -1.382 2.061 1.297
H -0.567 0.558 1.099

The gap between HOMO and LUMO is 9.0458 eV. The total energy comes out at -10867.164 eV. As for the HOMO energy: -8.15 eV. The SMILES is C[C@H]1CN1/C=C\C=N/N. The calculation puts the relative energy (zero: lowest compared OMol25 entry of this formula, charge and spin) at 84.3 kcal per mole.

=====

No. 3
C5H9CrMgO3 | ωB97M-V/def2-TZVPD

Cartesian coordinates (Å):
O 2.897 0.280 -0.160
Mg 3.678 1.968 0.622
C 2.421 -2.047 -0.234
C 2.156 -0.757 0.055
O 0.883 -0.344 0.474
C -0.270 -1.071 0.062
C -1.454 -0.177 0.337
O -1.179 1.102 -0.233
C -2.320 1.948 -0.322
Cr 0.775 1.774 0.114
H 2.083 -2.482 -1.172
H 2.682 -2.716 0.583
H -0.357 -2.002 0.637
H -0.203 -1.313 -1.008
H -1.625 -0.059 1.418
H -2.355 -0.607 -0.123
H -1.978 2.927 -0.675
H -3.037 1.527 -1.040
H -2.796 2.050 0.664

The gap between HOMO and LUMO (spin up / spin down) is 5.6808 / 5.4417 eV. Its expectation value of S² is 8.785. The total energy comes out at -45333.952 eV. The spin multiplicity is 6. As for the HOMO energy (spin up / spin down): -5.90 / -5.92 eV. The calculation puts the relative energy (zero: lowest compared OMol25 entry of this formula, charge and spin) at 10.1 kcal per mole.

=====

No. 4
C3H4O2S | ωB97M-V/def2-TZVPD

Cartesian coordinates (Å):
O -1.982 -1.213 0.086
C -1.259 -0.473 -0.512
C -0.616 0.763 0.092
O 0.781 0.765 -0.348
C 1.557 -0.156 0.304
S 3.038 -0.592 -0.174
H -0.928 -0.769 -1.562
H -0.546 0.595 1.182
H -1.078 1.662 -0.261
H 1.031 -0.581 1.194

The gap between HOMO and LUMO is 9.1920 eV. The total energy comes out at -18104.317 eV. As for the HOMO energy: -9.27 eV. The SMILES is O=CCOC=S. The calculation puts the relative energy (zero: lowest compared OMol25 entry of this formula, charge and spin) at 40.3 kcal per mole.